This record from the OMol25 dataset describes 13 unconnected molecules or ions with the total composition C36H104N6O18. The level of theory is ωB97M-V/def2-TZVPD.

Last columns: bonded neighbours and bond lengths (Å).
Geometry (Å):
1 C -2.237 5.328 1.300  O2 1.416, H3 1.095, H4 1.093, H5 1.088
2 O -1.546 5.498 0.076  C1 1.416, H6 0.961
3 H -1.596 4.826 2.033  C1 1.095
4 H -2.556 6.262 1.770  C1 1.093
5 H -3.077 4.677 1.069  C1 1.088
6 H -0.901 6.211 0.080  O2 0.961
7 C -2.997 4.910 -3.162  O8 1.425, H9 1.095, H10 1.095, H11 1.089
8 O -2.837 4.238 -1.916  C7 1.425, H12 0.975
9 H -2.034 4.939 -3.681  C7 1.095
10 H -3.605 4.285 -3.824  C7 1.095
11 H -3.519 5.858 -3.036  C7 1.089
12 H -2.565 4.912 -1.268  O8 0.975
13 C -1.539 -4.183 -3.997  C14 1.509, H19 1.087, H20 1.094, H21 1.095
14 C -0.692 -3.692 -2.849  C13 1.509, C15 1.534, N18 1.489, H22 1.094
15 C 0.072 -4.864 -2.220  C14 1.534, O16 1.427, H23 1.102, H24 1.097
16 O 0.896 -4.442 -1.134  C15 1.427, C17 1.408
17 C 1.755 -5.489 -0.751  O16 1.408, H25 1.098, H26 1.089, H27 1.095
18 N 0.262 -2.711 -3.437  C14 1.489, H28 1.020, H29 1.025
19 H -2.214 -3.445 -4.422  C13 1.087
20 H -2.083 -5.095 -3.733  C13 1.094
21 H -0.868 -4.525 -4.791  C13 1.095
22 H -1.109 -3.068 -2.054  C14 1.094
23 H 0.712 -5.274 -3.019  C15 1.102
24 H -0.524 -5.694 -1.820  C15 1.097
25 H 1.186 -6.355 -0.387  C17 1.098
26 H 2.509 -5.264 0.001  C17 1.089
27 H 2.315 -5.829 -1.629  C17 1.095
28 H 0.924 -2.320 -2.767  N18 1.020
29 H 0.934 -3.259 -3.984  N18 1.025
30 C 3.747 -1.042 4.366  C31 1.543, H36 1.091, H37 1.089, H38 1.082
31 C 2.433 -1.054 5.175  C30 1.543, C32 1.514, N35 1.467, H39 1.097
32 C 2.779 -1.061 6.648  C31 1.514, O33 1.423, H40 1.097, H41 1.098
33 O 1.590 -1.314 7.388  C32 1.423, C34 1.411
34 C 1.762 -1.212 8.785  O33 1.411, H42 1.099, H43 1.084, H44 1.099
35 N 1.693 0.181 4.894  C31 1.467, H45 1.020, H46 1.017
36 H 3.507 -1.293 3.331  C30 1.091
37 H 4.442 -1.782 4.760  C30 1.089
38 H 4.126 -0.033 4.464  C30 1.082
39 H 1.838 -1.947 4.947  C31 1.097
40 H 3.192 -0.078 6.904  C32 1.097
41 H 3.460 -1.874 6.932  C32 1.098
42 H 2.707 -1.689 9.077  C34 1.099
43 H 0.870 -1.629 9.237  C34 1.084
44 H 1.924 -0.162 9.069  C34 1.099
45 H 1.496 0.191 3.893  N35 1.020
46 H 0.765 0.127 5.308  N35 1.017
47 C -5.388 -3.659 -1.784  C48 1.527, H53 1.089, H54 1.096, H55 1.092
48 C -5.980 -2.319 -1.355  C47 1.527, C49 1.516, N52 1.479, H56 1.093
49 C -7.394 -2.489 -0.833  C48 1.516, O50 1.394, H57 1.100, H58 1.109
50 O -8.287 -2.846 -1.843  C49 1.394, C51 1.415
51 C -9.549 -3.212 -1.318  O50 1.415, H59 1.095, H60 1.086, H61 1.096
52 N -5.151 -1.763 -0.264  C48 1.479, H62 1.015, H63 1.015
53 H -4.462 -3.523 -2.343  C47 1.089
54 H -6.079 -4.208 -2.433  C47 1.096
55 H -5.270 -4.287 -0.898  C47 1.092
56 H -5.970 -1.631 -2.204  C48 1.093
57 H -7.691 -1.618 -0.231  C49 1.100
58 H -7.354 -3.263 -0.041  C49 1.109
59 H -9.400 -3.962 -0.534  C51 1.095
60 H -10.168 -3.584 -2.129  C51 1.086
61 H -10.042 -2.345 -0.862  C51 1.096
62 H -5.098 -2.477 0.454  N52 1.015
63 H -4.196 -1.625 -0.576  N52 1.015
64 C -1.318 0.088 -0.687  C65 1.541, H70 1.090, H71 1.091, H72 1.092
65 C -0.406 1.057 0.091  C64 1.541, C66 1.524, N69 1.467, H73 1.096
66 C 0.999 1.118 -0.495  C65 1.524, O67 1.410, H74 1.095, H75 1.093
67 O 1.694 -0.107 -0.409  C66 1.410, C68 1.415
68 C 2.061 -0.478 0.906  O67 1.415, H76 1.089, H77 1.094, H78 1.093
69 N -0.941 2.422 0.140  C65 1.467, H79 1.021, H80 1.024
70 H -1.142 0.205 -1.756  C64 1.090
71 H -2.347 0.335 -0.421  C64 1.091
72 H -1.133 -0.956 -0.428  C64 1.092
73 H -0.461 0.675 1.116  C65 1.096
74 H 1.529 1.939 -0.001  C66 1.095
75 H 0.947 1.353 -1.562  C66 1.093
76 H 2.590 -1.424 0.799  C68 1.089
77 H 1.217 -0.567 1.596  C68 1.094
78 H 2.741 0.247 1.364  C68 1.093
79 H -1.874 2.321 0.542  N69 1.021
80 H -1.205 2.713 -0.806  N69 1.024
81 C 2.312 4.914 0.082  C82 1.529, H87 1.095, H88 1.094, H89 1.092
82 C 2.283 4.819 -1.443  C81 1.529, C83 1.524, N86 1.467, H90 1.093
83 C 3.219 3.702 -1.889  C82 1.524, O84 1.416, H91 1.100, H92 1.093
84 O 4.541 4.204 -1.820  C83 1.416, C85 1.428
85 C 5.533 3.238 -1.469  O84 1.428, H93 1.090, H94 1.088, H95 1.091
86 N 0.906 4.643 -1.919  C82 1.467, H96 1.014, H97 1.016
87 H 1.461 5.479 0.475  C81 1.095
88 H 3.221 5.400 0.447  C81 1.094
89 H 2.298 3.957 0.609  C81 1.092
90 H 2.715 5.722 -1.881  C82 1.093
91 H 2.943 3.397 -2.909  C83 1.100
92 H 3.155 2.837 -1.222  C83 1.093
93 H 5.059 2.267 -1.323  C85 1.090
94 H 5.984 3.586 -0.542  C85 1.088
95 H 6.261 3.189 -2.280  C85 1.091
96 H 0.199 4.757 -1.201  N86 1.014
97 H 0.775 3.678 -2.209  N86 1.016
98 C 5.242 -1.101 -3.769  C99 1.522, H104 1.091, H105 1.087, H106 1.095
99 C 4.034 -1.393 -2.890  C98 1.522, C100 1.522, N103 1.469, H107 1.100
100 C 3.869 -2.890 -2.673  C99 1.522, O101 1.426, H108 1.098, H109 1.097
101 O 3.579 -3.510 -3.923  C100 1.426, C102 1.406
102 C 3.780 -4.897 -4.049  O101 1.406, H110 1.091, H111 1.095, H112 1.094
103 N 4.232 -0.778 -1.571  C99 1.469, H113 1.016, H114 1.024
104 H 5.544 -0.055 -3.696  C98 1.091
105 H 5.134 -1.416 -4.804  C98 1.087
106 H 6.075 -1.660 -3.330  C98 1.095
107 H 3.079 -1.105 -3.355  C99 1.100
108 H 3.060 -3.105 -1.963  C100 1.098
109 H 4.786 -3.353 -2.287  C100 1.097
110 H 3.580 -5.444 -3.127  C102 1.091
111 H 4.729 -5.250 -4.465  C102 1.095
112 H 3.035 -5.168 -4.804  C102 1.094
113 H 4.421 0.210 -1.707  N103 1.016
114 H 3.282 -0.769 -1.188  N103 1.024
115 C -4.352 1.122 1.506  C116 1.523, O118 1.432, H119 1.094, H120 1.094
116 C -5.057 1.850 0.370  C115 1.523, O117 1.420, H121 1.093, H122 1.090
117 O -6.164 1.053 -0.025  C116 1.420, H123 0.972
118 O -3.175 1.821 1.926  C115 1.432, H124 0.962
119 H -4.117 0.124 1.126  C115 1.094
120 H -4.988 0.942 2.377  C115 1.094
121 H -4.398 1.992 -0.491  C116 1.093
122 H -5.479 2.793 0.717  C116 1.090
123 H -5.834 0.225 -0.413  O117 0.972
124 H -2.662 1.243 2.498  O118 0.962
125 C -1.433 -3.454 1.334  C126 1.527, O128 1.431, H129 1.093, H130 1.090
126 C -1.852 -2.818 2.657  C125 1.527, O127 1.421, H131 1.096, H132 1.094
127 O -2.623 -1.658 2.376  C126 1.421, H133 0.961
128 O -2.595 -3.775 0.564  C125 1.431, H134 0.960
129 H -0.852 -4.369 1.474  C125 1.093
130 H -0.789 -2.770 0.781  C125 1.090
131 H -0.936 -2.619 3.225  C126 1.096
132 H -2.487 -3.499 3.230  C126 1.094
133 H -2.537 -1.022 3.090  O127 0.961
134 H -2.779 -4.707 0.702  O128 0.960
135 C 5.636 0.904 2.815  C136 1.488, O138 1.446, H139 1.095, H140 1.078
136 C 4.564 1.705 2.163  C135 1.488, O137 1.425, H141 1.095, H142 1.095
137 O 4.895 3.030 1.755  C136 1.425, H143 0.964
138 O 5.944 1.479 4.106  C135 1.446, H144 0.959
139 H 6.582 0.950 2.266  C135 1.095
140 H 5.330 -0.121 2.944  C135 1.078
141 H 3.644 1.734 2.757  C136 1.095
142 H 4.295 1.148 1.260  C136 1.095
143 H 5.071 3.509 2.573  O137 0.964
144 H 6.612 2.160 4.002  O138 0.959
145 C -2.020 1.558 -5.271  C146 1.510, O148 1.408, H149 1.095, H150 1.094
146 C -1.354 0.454 -4.485  C145 1.510, O147 1.429, H151 1.098, H152 1.098
147 O -0.922 -0.619 -5.326  C146 1.429, H153 0.971
148 O -1.161 2.113 -6.238  C145 1.408, H154 0.965
149 H -2.216 2.302 -4.491  C145 1.095
150 H -3.005 1.257 -5.637  C145 1.094
151 H -2.018 -0.016 -3.747  C146 1.098
152 H -0.480 0.782 -3.906  C146 1.098
153 H -0.667 -1.341 -4.730  O147 0.971
154 H -0.828 1.366 -6.751  O148 0.965
155 C 0.895 3.599 3.336  C156 1.519, O158 1.421, H159 1.095, H160 1.093
156 C -0.021 3.151 4.462  C155 1.519, O157 1.432, H161 1.093, H162 1.090
157 O -1.201 2.576 3.888  C156 1.432, H163 0.960
158 O 1.212 2.504 2.488  C155 1.421, H164 0.968
159 H 1.863 3.914 3.740  C155 1.095
160 H 0.503 4.412 2.719  C155 1.093
161 H -0.306 3.984 5.109  C156 1.093
162 H 0.507 2.393 5.041  C156 1.090
163 H -1.952 3.165 3.981  O157 0.960
164 H 0.508 2.478 1.823  O158 0.968

The total energy is -3116.62315 Ha. For the strongest force on any atom, the calculation gives 2.19 eV/Å. Its total charge is 0. The value obtained for the gap between HOMO and LUMO is 9.0 eV. The calculation puts the LUMO energy at 0.007 Eh.